DFT (ωB97M-V/def2-TZVPD) results for C18H16N2O5Pd as an isolated structure in a non-equilibrium geometry.

Results
HOMO-LUMO gap = 4.04 eV
Energy relative to the best compared isomer or geometry (same formula, charge and spin) = 14.80 kJ/mol
Net charge = -2

Atoms and positions in Å:
Pd1 -0.4742 -0.1551 0.1278
O1 -2.0083 0.8279 -3.7174
C1 -1.2175 0.5264 -2.8175
O2 -1.4891 -0.1285 -1.7867
C2 0.2838 0.8868 -3.0882
C3 1.2015 -0.3242 -2.8334
C4 2.5139 -0.1278 -3.6206
C5 3.1846 0.9695 -2.7768
C6 2.1452 1.1486 -1.6409
O3 1.6354 -0.1642 -1.4933
C7 0.9517 1.9542 -2.1902
C8 0.1327 2.6363 -1.0304
O4 0.0860 3.8697 -1.1005
O5 -0.3294 1.9556 -0.0869
H1 0.3228 1.1956 -4.1389
H2 0.7320 -1.2979 -2.9671
H3 3.1004 -1.0492 -3.6158
H4 2.3415 0.1706 -4.6543
H5 4.1428 0.6334 -2.3737
H6 3.3410 1.8902 -3.3371
H7 2.5517 1.5051 -0.6915
H8 1.2952 2.7991 -2.7984
C9 0.0626 0.6752 4.2995
C10 0.0901 -0.6420 4.8569
C11 0.0391 -1.7101 4.0319
C12 -0.0585 -1.5556 2.6039
N1 -0.0190 -0.2231 2.0844
C13 0.0057 0.7986 2.9323
C14 -0.2037 -2.5495 1.6690
C15 -0.0147 -3.9642 1.8533
C16 0.0337 -4.8112 0.8015
C17 -0.1452 -4.3024 -0.5247
C18 -0.4256 -2.9636 -0.6572
N2 -0.5054 -2.1061 0.3468
H9 0.0911 1.5438 4.9430
H10 0.1477 -0.7670 5.9378
H11 0.0505 -2.7175 4.4322
H12 0.0172 1.7888 2.4799
H13 0.1246 -4.3310 2.8640
H14 0.1984 -5.8781 0.9464
H15 -0.1096 -4.9600 -1.3842
H16 -0.6529 -2.5550 -1.6402

Forces on the atoms, in the same order (eV/Å):
Pd -0.554 0.817 -0.276
O -0.245 0.072 -0.067
C 0.950 0.575 -1.207
O 0.079 -0.735 1.409
C -0.648 -0.294 0.077
C -0.003 -0.225 -0.639
C -0.103 -0.211 0.022
C 0.105 0.095 0.247
C 0.400 0.493 -0.040
O 0.209 -0.185 -0.010
C -0.177 0.424 0.548
C 0.830 0.399 -1.264
O -0.088 0.263 0.039
O -0.505 -1.101 1.066
H -0.012 -0.074 0.210
H -0.003 0.072 0.095
H -0.024 0.012 -0.009
H -0.041 -0.015 -0.040
H -0.021 0.045 -0.009
H 0.051 0.084 0.040
H -0.107 -0.076 -0.103
H -0.040 -0.204 0.167
C -0.007 0.276 0.158
C 0.026 -0.150 -0.009
C 0.139 -0.283 0.308
C -0.025 -0.369 -0.772
N -0.133 -0.383 -0.319
C 0.080 0.491 0.136
C 0.119 0.805 0.427
C -0.062 -0.346 0.267
C -0.029 -0.070 0.200
C -0.018 -0.076 -0.270
C -0.070 -0.394 -0.682
N 0.020 0.111 0.441
H 0.034 0.101 -0.129
H -0.008 -0.091 -0.139
H -0.033 -0.012 0.041
H -0.117 -0.145 -0.108
H 0.044 -0.036 0.001
H 0.004 0.127 0.099
H -0.083 0.127 -0.032
H 0.064 0.083 0.127

DFT (ωB97M-V/def2-TZVPD) results for an isolated molecule of C4H10N in a non-equilibrium geometry.

Results
HOMO-LUMO gap (spin up / spin down) = 4.73 / 12.58 eV
Energy relative to the best compared isomer or geometry (same formula, charge and spin) = 119.23 kJ/mol
2S+1 = 2
Net charge = 0

Atoms and positions in Å:
C1 -0.1999 -0.1386 -1.2247
N1 0.9132 0.6069 -0.5896
C2 0.7764 0.4586 0.9303
C3 -0.5078 -0.4017 1.1518
C4 -1.1652 -0.6087 -0.1739
H1 -0.6744 0.5060 -1.9834
H2 0.1989 -0.9818 -1.7842
H3 0.9376 1.6093 -0.8502
H4 1.8067 0.1198 -0.9487
H5 0.7157 1.4837 1.3030
H6 1.7250 0.0625 1.2965
H7 -0.2038 -1.3626 1.5890
H8 -1.1651 0.0626 1.8956
H9 -2.1502 -0.1540 -0.2993
H10 -1.2851 -1.6940 -0.3542

Forces on the atoms, in the same order (eV/Å):
C -0.670 0.640 -1.640
N 0.365 -0.974 0.584
C -0.297 0.444 -0.636
C 1.167 0.242 1.536
C -0.606 -1.162 -0.767
H 0.193 -0.049 0.396
H 0.434 0.014 0.143
H -0.140 0.155 -0.159
H 0.060 0.357 0.390
H -0.308 -0.138 0.071
H -0.220 -0.412 -0.028
H -0.032 0.203 -0.150
H 0.133 0.106 -0.216
H 0.187 0.159 0.272
H -0.265 0.417 0.203

DFT (ωB97M-V/def2-TZVPD) results for a 2-piece molecular cluster, C4H14N2O overall in a non-equilibrium geometry.

Results
HOMO-LUMO gap = 8.45 eV
Structure (SMILES) = CN(C)CCN.O
Energy relative to the best compared isomer or geometry (same formula, charge and spin) = 247.74 kJ/mol
Net charge = 0

Atoms and positions in Å:
N1 0.1092 2.0505 -0.4575
C1 0.6845 0.6300 -0.3820
C2 0.1348 0.1951 0.9908
N2 -1.3040 0.0466 1.0500
C3 -2.2913 0.6208 0.1596
C4 -1.8499 -0.1711 2.3644
H1 0.2450 2.4856 0.4440
H2 0.5815 2.6074 -1.1588
H3 1.7554 0.7768 -0.4811
H4 0.3908 -0.0953 -1.1351
H5 0.5221 0.8032 1.8036
H6 0.6402 -0.7753 1.1294
H7 -3.1913 0.0073 0.2393
H8 -2.5318 1.6924 0.3672
H9 -1.8721 0.7080 -0.8297
H10 -1.0589 -0.4806 3.0757
H11 -2.4317 -1.1219 2.3914
H12 -2.4291 0.6562 2.7985
H13 3.9655 -3.5237 -4.6227
H14 5.1011 -3.3861 -3.4447
O1 4.8300 -3.7263 -4.3023

Forces on the atoms, in the same order (eV/Å):
N 0.160 -1.073 -1.348
C -1.140 2.802 1.456
C 1.029 -1.338 -1.005
N -0.353 -0.221 0.376
C 0.765 0.958 0.146
C 0.650 -1.726 0.721
H 0.150 0.005 -0.029
H 0.009 0.031 0.054
H 0.363 -0.771 0.658
H -0.599 0.444 -0.381
H 0.121 0.623 0.077
H -0.432 -0.203 0.440
H 0.018 0.094 -0.352
H -0.124 -0.532 0.362
H -0.271 -0.520 -0.484
H -0.035 0.700 -0.270
H -0.401 0.760 -0.228
H 0.088 -0.030 -0.192
H -0.762 0.622 0.556
H -0.916 0.273 -0.223
O 1.678 -0.896 -0.333

DFT (ωB97M-V/def2-TZVPD) results for an isolated molecule of C5H12N in a non-equilibrium geometry.

Results
HOMO-LUMO gap (spin up / spin down) = 4.70 / 10.44 eV
Energy relative to the best compared isomer or geometry (same formula, charge and spin) = 214.22 kJ/mol
2S+1 = 2
Net charge = 0

Atoms and positions in Å:
C1 -1.7096 0.3679 -0.0028
C2 -0.5697 0.6785 0.9768
C3 0.7469 0.0818 0.6076
C4 1.4591 0.5797 -0.4047
C5 2.6549 -0.0908 -1.0588
N1 -2.1143 -1.1046 0.1752
H1 -1.4244 0.5652 -1.0332
H2 -2.6157 0.9248 0.2524
H3 -0.8104 0.5687 2.0424
H4 -0.4541 1.7858 0.9377
H5 1.0705 -0.8761 1.0078
H6 1.4186 1.6465 -0.6120
H7 3.2002 0.5770 -1.7304
H8 2.3858 -0.9479 -1.6783
H9 3.3656 -0.4510 -0.3035
H10 -1.5993 -1.4281 1.0160
H11 -1.8750 -1.6810 -0.6493
H12 -3.1291 -1.1963 0.4570

Forces on the atoms, in the same order (eV/Å):
C -0.268 -0.508 1.046
C 0.239 2.082 0.440
C 0.085 -0.546 -1.085
C 1.523 0.335 0.484
C 0.150 -0.100 0.271
N 0.350 1.003 0.479
H 0.011 -0.181 0.112
H 0.211 0.085 -0.094
H -0.354 -0.629 -0.355
H 0.043 -0.367 -0.282
H -0.416 -0.166 -0.010
H -0.885 -0.070 -0.503
H -0.124 0.124 0.227
H -0.239 -0.060 0.139
H -0.110 0.022 -0.145
H 0.039 -0.562 -0.226
H -0.045 -0.375 -0.124
H -0.208 -0.086 -0.374

DFT (ωB97M-V/def2-TZVPD) results for a 10-piece molecular cluster, CH19O11 overall in a non-equilibrium geometry.

Results
HOMO-LUMO gap = 9.63 eV
Net charge = -1

Atoms and positions in Å:
O1 -0.7539 -4.3916 -0.5393
C1 0.2846 -4.0594 0.0576
O2 0.4584 -3.1453 0.9300
H1 1.0767 -4.6930 -0.2556
H2 -1.4117 -2.6932 -0.5198
H3 -1.1596 -1.4931 0.3202
O3 -1.6560 -1.7924 -0.5503
H4 -1.1927 3.4605 -3.4805
H5 0.0229 3.2214 -4.3035
O4 -0.8613 3.4506 -4.4504
H6 1.7288 3.0238 0.4045
H7 2.0659 3.6017 -0.8990
O5 1.9248 3.8308 -0.0075
H8 1.4832 -1.8822 0.2657
H9 3.1321 -1.8210 0.5340
O6 2.2978 -1.3158 0.3658
H10 -1.4557 -1.8711 3.3793
H11 -0.8737 -2.3518 1.7708
O7 -1.4794 -1.7458 2.4027
H12 -1.6251 -0.0431 -1.2484
H13 -2.8691 0.7197 -1.4375
O8 -1.8726 0.7785 -1.5364
H14 0.8370 1.0689 -0.3327
H15 1.9379 0.0055 -0.8156
O9 1.5931 0.9274 -0.9014
H16 -0.3960 2.6238 2.2861
H17 -1.2238 3.6986 1.4968
O10 -0.6440 3.5795 2.2911
H18 -0.3968 -0.6053 1.9614
H19 0.7919 -0.1829 1.0458
O11 0.2364 0.0967 1.7663

Forces on the atoms, in the same order (eV/Å):
O -0.217 0.749 0.508
C -1.685 -0.182 -0.132
O -0.374 -0.154 -0.368
H 1.994 -0.466 0.133
H 0.236 -2.531 -0.504
H -1.841 -0.429 -2.922
O 1.145 3.283 2.868
H 0.503 -0.109 -2.458
H 2.248 -0.660 0.047
O -2.760 0.692 2.433
H -0.371 -1.788 0.970
H 0.299 -0.549 -1.636
O 0.155 2.365 0.643
H 1.333 -0.605 0.700
H -1.763 0.271 -0.237
O 0.816 -0.172 -0.464
H 0.613 -0.504 -1.499
H -0.934 0.272 2.609
O 0.399 -0.935 -0.757
H 1.288 -3.767 1.084
H 1.855 0.242 -0.223
O -3.168 3.677 -1.015
H -0.325 -0.403 0.059
H -0.514 0.904 0.486
O 0.698 0.041 -0.807
H -0.338 0.871 -0.138
H 0.901 -0.328 1.043
O -0.535 -0.768 -0.899
H -0.324 -0.120 0.345
H 0.573 -0.350 0.089
O 0.092 1.453 0.043

DFT (ωB97M-V/def2-TZVPD) results for an isolated molecule of C4H11N3S in a non-equilibrium geometry.

Results
HOMO-LUMO gap = 9.09 eV
Structure (SMILES) = CN/N=C(/C)NSC
Energy relative to the best compared isomer or geometry (same formula, charge and spin) = 250.53 kJ/mol
Net charge = 0

Atoms and positions in Å:
C1 0.1803 2.0175 0.4080
C2 0.9920 -0.7813 -0.2785
C3 2.2140 -1.6883 -0.0047
C4 -2.7150 -0.0470 0.0265
H1 -0.5680 1.4132 1.0307
H2 -0.2962 3.0402 0.2490
H3 1.2263 2.0256 1.0392
H4 0.5900 2.0474 -1.6127
H5 1.9884 -2.7386 -0.3619
H6 3.0262 -1.3633 -0.6649
H7 2.5638 -1.6467 1.0019
H8 -0.1282 -1.9948 0.9467
H9 -2.5354 0.9117 -0.4964
H10 -2.5096 0.0220 1.1186
H11 -3.7574 -0.4219 -0.2585
N1 0.2553 1.3637 -0.9598
N2 1.2553 0.2856 -0.8833
N3 -0.1652 -1.1477 0.3143
S1 -1.6167 -1.2973 -0.6142

Forces on the atoms, in the same order (eV/Å):
C -0.067 -0.501 0.619
C 2.304 -0.527 0.787
C -0.831 -0.750 -2.481
C -0.588 0.255 -0.213
H 1.179 0.859 -0.734
H 0.963 -1.169 0.399
H -2.420 0.240 -1.812
H 0.597 -0.068 -0.207
H 0.133 0.914 0.850
H -0.193 0.181 0.294
H -0.040 -0.112 0.821
H 0.382 1.548 -1.155
H -0.090 -0.395 0.498
H -0.693 0.078 -0.751
H 1.337 0.535 0.790
N 0.253 -1.139 2.337
N -0.075 2.515 -1.460
N -2.571 -2.059 1.715
S 0.420 -0.404 -0.298

DFT (ωB97M-V/def2-TZVPD) results for a 2-piece molecular cluster, C6H14N2 overall in a non-equilibrium geometry.

Results
HOMO-LUMO gap = 10.26 eV
Structure (SMILES) = [H]/N=C(\C)CC.[H]/N=C/C
Energy relative to the best compared isomer or geometry (same formula, charge and spin) = 198.26 kJ/mol
Net charge = 0

Atoms and positions in Å:
C1 0.2042 -1.0778 0.9614
C2 -0.8736 1.0847 2.2153
C3 1.6166 -0.5486 0.7780
C4 -1.0610 0.0954 1.0970
N1 -2.1594 -0.2709 0.6034
H1 -2.9777 0.2275 0.9597
H2 0.0929 -1.4718 1.9721
H3 -0.0460 -1.9157 0.3122
H4 0.1805 1.3167 2.3637
H5 -1.2607 0.6742 3.1492
H6 -1.3954 2.0164 1.9897
H7 1.8067 -0.2540 -0.2456
H8 2.3510 -1.3175 1.0605
H9 1.8088 0.3290 1.3878
C5 0.6285 -0.1656 -3.1586
C6 -0.1034 0.1724 -1.9066
N2 -0.1847 1.3214 -1.4276
H10 -0.6510 1.2762 -0.4568
H11 -0.4020 -0.7007 -1.2457
H12 1.4372 -0.8579 -2.9393
H13 -0.0459 -0.6698 -3.8499
H14 1.0341 0.7363 -3.6196

Forces on the atoms, in the same order (eV/Å):
C -1.641 2.248 0.975
C 0.326 0.409 -0.349
C 0.049 -0.349 -0.001
C 1.658 -3.452 0.790
N -0.305 -0.240 -0.251
H 0.235 0.397 -0.142
H 0.149 -0.121 0.196
H -0.274 0.391 -0.240
H -0.042 0.052 0.036
H -0.047 -0.060 -0.085
H -0.047 -0.032 0.090
H 0.082 0.002 -0.212
H -0.184 0.209 -0.085
H 0.009 0.069 0.176
C -0.358 0.365 -0.306
C 0.409 -2.048 1.292
N -0.806 1.433 1.590
H 0.822 0.218 -2.159
H -0.103 0.729 -1.239
H 0.107 -0.098 0.092
H 0.022 -0.037 -0.150
H -0.061 -0.084 -0.018

DFT (ωB97M-V/def2-TZVPD) results for a 2-piece molecular cluster, C3H12N2S2 overall in a non-equilibrium geometry.

Results
HOMO-LUMO gap = 8.66 eV
Structure (SMILES) = CSSC.NCN
Energy relative to the best compared isomer or geometry (same formula, charge and spin) = 48.12 kJ/mol
Net charge = 0

Atoms and positions in Å:
N1 -0.0622 2.0934 1.5488
C1 -0.8403 1.4550 2.6135
N2 -0.3633 0.2866 3.3181
H1 0.7424 2.6042 1.9295
H2 0.3011 1.4077 0.8780
H3 -1.0286 2.2335 3.3745
H4 -1.7807 1.1925 2.1579
H5 -0.5267 -0.5640 2.7252
H6 0.6729 0.3490 3.5250
C2 -1.0874 -1.0071 -3.9667
S1 -0.6595 -1.5536 -2.2901
S2 0.7877 -0.2308 -1.6476
C3 1.7005 -1.2649 -0.4661
H7 -2.0417 -0.4592 -3.9504
H8 -0.2598 -0.3688 -4.3538
H9 -1.1711 -1.8809 -4.5995
H10 1.9022 -2.2340 -0.9165
H11 2.6196 -0.7016 -0.3522
H12 1.0948 -1.3568 0.4723

Forces on the atoms, in the same order (eV/Å):
N 0.829 -0.261 0.245
C 0.027 1.071 0.161
N 1.535 -1.379 -0.646
H -0.407 -0.332 -0.186
H -0.281 0.298 0.211
H -0.019 -0.188 -0.409
H -0.514 -0.141 0.057
H 0.476 1.057 0.860
H -1.670 -0.128 -0.352
C 0.623 0.932 0.011
S -0.475 -0.631 0.252
S 0.091 0.533 -0.161
C -1.086 0.023 0.008
H 0.492 -0.123 -0.053
H -0.694 -0.398 0.203
H -0.021 -0.192 -0.054
H 0.058 -0.052 0.134
H 0.162 -0.097 0.449
H 0.873 0.009 -0.730